No. 1
This record from the OMol25 dataset describes a molecular structure, C35H48N4OReSi2Te at a distorted geometry. The level of theory is ωB97M-V/def2-TZVPD.

Values from the calculation:
HOMO level (spin up / spin down)   -13.4 / -13.4 eV
Relative energy (zero: lowest compared OMol25 entry of this formula, charge and spin)   3.5 kcal per mole
2S+1   2
Gap between HOMO and LUMO (spin up / spin down)   5.6 / 5.6 eV
Expectation value of S²   1.168
Charge   +2
LUMO (spin up / spin down)   -7.802 / -7.842 eV

Each line ends with the Löwdin charge.
CARTESIAN COORDINATES (ANGSTROEM)
Re: -0.03412 0.52633 -0.97312  1.375
C: 0.27925 5.85678 1.14938  -0.023
C: -0.38170 6.02519 -0.06398  -0.037
C: -0.70107 4.93081 -0.83676  0.001
C: -0.36736 3.63853 -0.39404  -0.238
C: 0.31019 3.47954 0.81838  -0.065
C: 0.62830 4.58560 1.58205  -0.041
N: -0.76159 2.49357 -1.13694  -0.101
N: -1.67750 2.73212 -1.99080  0.102
C: -2.14386 1.63958 -2.65814  -0.320
C: -3.18509 1.78360 -3.57174  0.047
C: -3.70321 0.65892 -4.17755  0.005
C: -3.14224 -0.58175 -3.87615  0.000
C: -2.09768 -0.65477 -2.98441  -0.102
N: -1.59449 0.42903 -2.36144  -0.070
H: 0.52791 6.71932 1.75324  0.124
H: -0.65086 7.01647 -0.40169  0.122
H: -1.18852 5.04914 -1.79147  0.113
H: 0.55962 2.49090 1.17030  0.062
H: 1.14618 4.46125 2.52367  0.119
H: -3.56013 2.77722 -3.77192  0.136
H: -4.53149 0.73229 -4.86890  0.133
H: -3.51161 -1.48730 -4.33612  0.131
H: -1.63869 -1.60535 -2.75043  0.104
C: 0.60483 -1.56706 -1.23765  -0.370
Si: -0.04214 -2.44768 0.31997  0.667
C: -1.71825 -1.55207 0.54071  -0.227
N: -1.59783 -0.07217 0.67069  -0.261
C: -2.92916 0.56992 0.44639  -0.190
C: -3.83677 0.46658 1.66709  -0.145
C: -3.24289 1.25131 2.85182  -0.159
C: -1.74429 1.49754 2.64275  -0.165
C: -1.07877 0.26615 2.04231  -0.168
C: 1.12425 -2.41351 1.78074  -0.267
C: 0.69649 -2.49612 3.10716  -0.090
C: 1.61230 -2.58493 4.14402  -0.059
C: 2.97365 -2.60963 3.87261  -0.058
C: 3.41663 -2.54836 2.55917  -0.079
C: 2.49744 -2.45168 1.52558  -0.130
C: -0.48518 -4.25554 -0.00723  -0.244
C: -1.67534 -4.62759 -0.63330  -0.106
C: -2.04385 -5.96345 -0.70783  -0.073
C: -1.22140 -6.94129 -0.16829  -0.063
C: -0.02575 -6.58556 0.43730  -0.060
C: 0.34452 -5.24988 0.51424  -0.083
H: 0.19166 -2.03450 -2.13348  -0.001
H: 1.69453 -1.63685 -1.31203  -0.004
H: -2.29111 -1.96906 1.37477  0.104
H: -2.29084 -1.75793 -0.36846  0.069
H: -3.39611 0.08227 -0.40979  0.114
H: -2.79221 1.62402 0.19747  0.108
H: -3.98656 -0.58283 1.92428  0.113
H: -4.81689 0.85979 1.39803  0.124
H: -3.39625 0.69185 3.77498  0.119
H: -3.74931 2.20892 2.97065  0.118
H: -1.26049 1.71564 3.59511  0.131
H: -1.59273 2.36834 2.00373  0.088
H: -1.28182 -0.57578 2.70677  0.115
H: 0.00363 0.37986 1.99859  0.089
H: -0.36195 -2.52275 3.34330  0.105
H: 1.26458 -2.64981 5.16688  0.114
H: 3.68719 -2.69367 4.68160  0.116
H: 4.47777 -2.58832 2.34626  0.115
H: 2.85093 -2.42915 0.49982  0.095
H: -2.33388 -3.88159 -1.06800  0.086
H: -2.97675 -6.23846 -1.18320  0.109
H: -1.51112 -7.98223 -0.22389  0.114
H: 0.61923 -7.34449 0.86080  0.113
H: 1.27907 -4.98771 0.99414  0.099
C: 3.41336 2.77720 -0.21184  -0.169
Si: 2.99101 1.16233 0.72021  0.317
C: 2.97971 1.42063 2.58474  -0.127
C: 4.37480 -0.03892 0.25724  -0.143
O: 1.48818 0.69536 0.27129  -0.534
H: 3.62759 3.58931 0.48488  0.043
H: 2.59280 3.10730 -0.85606  -0.010
H: 4.30167 2.62923 -0.82850  0.038
H: 3.95815 1.80814 2.87781  0.051
H: 2.81138 0.48088 3.11446  0.030
H: 2.22163 2.13843 2.90700  0.022
H: 5.32631 0.43916 0.49990  0.055
H: 4.38374 -0.26273 -0.81055  0.021
H: 4.32948 -0.97698 0.80847  -0.007
C: 1.43168 2.61589 -3.93152  -0.358
Te: 1.95335 0.87388 -2.81305  1.440
C: 1.42780 -0.48565 -4.37922  -0.347
H: 2.23508 2.81203 -4.63725  0.022
H: 1.34633 3.45451 -3.24298  0.003
H: 0.49546 2.46139 -4.46234  0.013
H: 0.46665 -0.21636 -4.81044  0.015
H: 1.39784 -1.48839 -3.96408  0.004
H: 2.20668 -0.43418 -5.13618  0.023

No. 2
This record from the OMol25 dataset describes 2 unconnected molecules or ions with the total composition C35H48N4P at a distorted geometry. The level of theory is ωB97M-V/def2-TZVPD.

Values from the calculation:
HOMO level   -8.6 eV
Relative energy (zero: lowest compared OMol25 entry of this formula, charge and spin)   20.2 kcal per mole
Gap between HOMO and LUMO   3.6 eV
Charge   +1
LUMO   -4.968 eV

Each line ends with the Löwdin charge.
CARTESIAN COORDINATES (ANGSTROEM)
C: -1.63240 -2.34143 -6.30475  -0.056
N: -2.24511 -1.61182 -5.22563  -0.149
C: -3.61306 -1.24517 -5.46526  -0.180
C: -4.17526 -0.29025 -4.42230  -0.169
C: -3.76162 -0.69957 -3.01887  -0.153
C: -2.28486 -0.90579 -2.92215  -0.167
C: -1.56844 -1.30109 -4.08390  -0.175
C: -0.16397 -1.41355 -4.00868  -0.011
C: 0.48324 -1.23284 -2.79710  -0.060
C: -0.25853 -1.10748 -1.61849  -0.227
C: 0.36423 -1.22386 -0.24796  -0.127
C: 1.45893 -2.21060 0.04851  -0.226
C: 2.15742 -2.05124 1.25682  -0.002
C: 3.28425 -2.82326 1.51510  -0.157
C: 3.77948 -3.66717 0.48193  -0.178
N: 4.97269 -4.29723 0.63463  -0.151
C: 5.44622 -5.17791 -0.40721  -0.059
C: 5.74273 -4.27454 1.85434  -0.176
C: 5.46119 -3.06115 2.72248  -0.170
C: 3.95282 -2.81498 2.85005  -0.152
C: 3.04233 -3.86082 -0.70264  -0.011
C: 1.87271 -3.15051 -0.89683  -0.043
C: -1.61572 -0.77197 -1.70769  -0.026
H: -0.76080 -2.89347 -5.95436  0.080
H: -2.34476 -3.06019 -6.72698  0.093
H: -1.31998 -1.67108 -7.11725  0.097
H: -3.67704 -0.77647 -6.46014  0.126
H: -4.23822 -2.15680 -5.50821  0.130
H: -3.81901 0.72273 -4.63326  0.115
H: -5.26202 -0.28817 -4.50376  0.114
H: -4.08340 0.06111 -2.29819  0.104
H: -4.28469 -1.63077 -2.75642  0.131
H: 0.40355 -1.67727 -4.89541  0.100
H: 1.57448 -1.29243 -2.75925  0.122
H: -0.42716 -1.34373 0.50008  0.120
H: 1.85665 -1.29510 1.98212  0.101
H: 5.32508 -4.71230 -1.39428  0.086
H: 6.49657 -5.39562 -0.21945  0.086
H: 4.88040 -6.11907 -0.41168  0.100
H: 5.52853 -5.19231 2.43436  0.132
H: 6.80286 -4.29917 1.56965  0.120
H: 5.89097 -3.23126 3.71647  0.115
H: 5.92632 -2.17119 2.27496  0.121
H: 3.77907 -1.86111 3.36739  0.109
H: 3.52850 -3.60017 3.50241  0.129
H: 3.37665 -4.57078 -1.45273  0.093
H: 1.31237 -3.27052 -1.81731  0.105
H: -2.17855 -0.48695 -0.80966  0.120
C: -2.65759 2.69417 -1.55947  -0.017
C: -1.66283 3.48218 -0.71294  -0.623
C: -0.34873 3.48442 -1.49561  -0.069
C: -2.09699 4.92292 -0.44878  -0.033
N: -1.39811 2.85465 0.61069  -0.133
P: -0.04807 3.45249 1.45597  1.321
H: 0.88888 -0.32306 -0.07518  0.092
N: -0.37082 2.27929 2.64718  -0.136
C: 0.57880 2.28070 3.79254  -0.631
C: 0.37027 3.60426 4.52676  -0.036
C: 1.99641 2.24766 3.22158  -0.073
C: 0.44900 1.06081 4.70198  -0.013
C: -1.77958 2.21352 2.79648  -0.202
C: -2.39687 2.55867 1.56811  -0.204
C: -3.73319 2.93925 1.52885  -0.011
C: -4.43973 3.04358 2.73683  -0.050
C: -3.83732 2.71216 3.94632  -0.045
C: -2.50161 2.25813 3.98305  -0.010
H: -3.65851 2.61384 -1.13264  0.072
H: -2.75424 3.21441 -2.52724  0.110
H: -2.27594 1.68786 -1.78172  0.069
H: 0.46653 4.00022 -0.97265  0.048
H: -0.01601 2.46099 -1.71256  0.096
H: -0.50833 3.98147 -2.46330  0.105
H: -1.37102 5.40563 0.22548  0.072
H: -2.14439 5.47876 -1.39407  0.104
H: -3.07494 4.94694 0.03780  0.079
H: -0.60779 3.62541 5.01427  0.080
H: 1.15705 3.74346 5.27879  0.104
H: 0.40687 4.43406 3.79750  0.069
H: 2.18674 1.31154 2.68186  0.087
H: 2.20416 3.08069 2.53664  0.049
H: 2.71599 2.29285 4.05029  0.105
H: 0.69604 0.13598 4.16182  0.094
H: 1.20348 1.17098 5.49607  0.105
H: -0.51873 0.95176 5.19122  0.070
H: -4.20991 3.20242 0.58599  0.100
H: -5.46717 3.41161 2.72650  0.119
H: -4.38470 2.81694 4.87804  0.116
H: -2.04275 2.01271 4.93407  0.096

No. 3
This record from the OMol25 dataset describes a molecular structure, C35H49AlN6OS5 at a distorted geometry. The level of theory is ωB97M-V/def2-TZVPD.

Values from the calculation:
HOMO level (spin up / spin down)   -4.1 / -4.1 eV
Relative energy (zero: lowest compared OMol25 entry of this formula, charge and spin)   0.0 kcal per mole
Gap between HOMO and LUMO (spin up / spin down)   3.8 / 3.8 eV
LUMO (spin up / spin down)   -0.304 / -0.304 eV

Each line ends with the Löwdin charge.
CARTESIAN COORDINATES (ANGSTROEM)
Al: 0.65803 0.45532 -0.14047  0.026
C: 0.67882 4.34122 -2.30324  -0.071
C: 0.42054 3.24766 -1.30231  -0.359
N: 0.19960 1.97179 -1.62301  -0.027
N: -0.24913 1.75961 -2.95861  0.030
C: -0.29675 0.62103 -3.64315  -0.648
N: -0.93056 0.67787 -4.85745  0.052
S: 0.25644 -0.93939 -3.00364  0.939
C: 0.62065 3.40564 0.10649  -0.260
C: 0.78479 4.66576 0.76721  -0.025
C: 0.81219 4.64776 2.17594  -0.111
C: 0.62625 3.45379 2.87088  -0.117
C: 0.49469 2.27064 2.14866  -0.153
N: 0.55726 2.23830 0.80095  0.006
H: 0.95347 3.84718 -3.23420  0.055
H: 1.51109 4.97353 -1.95433  0.070
H: -0.20970 5.02442 -2.41317  0.081
H: -0.94273 2.44915 -3.27475  0.161
H: -0.90412 1.48144 -5.48146  0.104
H: -1.44949 -0.14182 -5.16445  0.084
H: 0.86855 5.61025 0.19851  0.101
H: 0.98822 5.55663 2.75870  0.095
H: 0.51338 3.38311 3.97424  0.102
H: 0.27952 1.36686 2.69834  0.094
C: 3.57915 -1.80383 -2.83267  -0.072
C: 2.98404 -0.43627 -2.44171  -0.649
C: 3.96795 0.24412 -1.49126  -0.074
C: 2.99271 0.45744 -3.70969  -0.084
C: 1.55351 -0.60921 -1.83675  -0.512
H: 4.56336 -1.66626 -3.33786  0.090
H: 2.91966 -2.32448 -3.55884  0.077
H: 3.69214 -2.49862 -1.95686  0.076
H: 4.97578 0.21262 -1.90755  0.089
H: 4.02110 -0.33217 -0.57926  0.045
H: 3.70761 1.28555 -1.24245  0.082
H: 4.04542 0.57866 -4.03506  0.085
H: 2.57709 1.46840 -3.49461  0.084
H: 2.44983 -0.01686 -4.55575  0.071
H: 1.65046 -1.47480 -1.13163  0.062
C: -6.43669 2.32772 -1.64873  -0.112
C: -5.94178 1.64174 -0.34021  -0.251
C: -4.44991 1.86650 0.03903  -0.194
C: -3.43948 1.63616 -1.08877  -0.214
N: -3.33322 0.23022 -1.46710  0.025
C: -2.61739 -0.69087 -0.80501  -0.675
S: -1.57100 -0.26353 0.51120  0.855
N: -2.86970 -1.97322 -1.10735  0.013
C: -2.24052 -3.12300 -0.50220  -0.203
C: -2.91139 -3.55606 0.82110  -0.204
C: -4.25085 -4.29076 0.65166  -0.255
C: -5.48003 -3.38910 0.43248  -0.114
H: -7.53217 2.39162 -1.64104  0.069
H: -6.10864 1.81570 -2.56243  0.060
H: -6.03139 3.34256 -1.70542  0.070
H: -6.14267 0.55398 -0.42468  0.095
H: -6.55728 1.95794 0.50901  0.099
H: -4.18812 1.26204 0.91899  0.100
H: -4.32461 2.92848 0.35631  0.127
H: -2.45748 1.94321 -0.66613  0.094
H: -3.66169 2.20878 -1.99473  0.118
H: -3.94160 -0.09996 -2.23458  0.160
H: -3.48589 -2.18010 -1.90444  0.157
H: -1.20534 -2.84582 -0.29562  0.097
H: -2.22453 -3.93576 -1.23314  0.127
H: -3.03345 -2.67953 1.48769  0.099
H: -2.23048 -4.19260 1.36243  0.103
H: -4.40785 -4.86394 1.59543  0.111
H: -4.09198 -5.02703 -0.16753  0.109
H: -5.43839 -2.47907 1.07333  0.081
H: -6.39764 -3.90962 0.70276  0.064
H: -5.56613 -3.04200 -0.58917  0.048
O: 1.55508 -0.32480 1.15905  -0.134
C: 2.39843 -0.80637 2.16146  -0.528
C: 3.72727 -0.08261 2.18758  -0.484
C: 4.95745 -0.59334 2.55978  -0.124
C: 6.02650 0.37337 2.44667  -0.179
C: 5.60112 1.60056 2.02113  -0.392
S: 3.89824 1.59871 1.72455  1.058
C: 1.74819 -0.69279 3.55448  -0.509
C: 0.50320 -1.18931 3.92603  -0.176
C: 0.17098 -0.83975 5.27143  -0.189
C: 1.15433 -0.13103 5.89250  -0.410
S: 2.50321 0.08801 4.86436  1.074
C: 2.72591 -2.28286 1.94944  -0.405
C: 3.52694 -2.82266 0.97023  -0.136
C: 3.61607 -4.23100 0.99927  -0.173
C: 2.92956 -4.74587 2.06050  -0.422
S: 2.11547 -3.56052 2.98372  1.075
H: 5.09773 -1.58389 2.98250  0.120
H: 7.06091 0.09661 2.68374  0.102
H: 6.19636 2.47248 1.81577  0.060
H: -0.18303 -1.72967 3.25816  0.107
H: -0.80370 -1.06767 5.71361  0.104
H: 1.16126 0.22093 6.91555  0.063
H: 3.96928 -2.23188 0.17440  0.095
H: 4.20510 -4.79176 0.28042  0.104
H: 2.78657 -5.75955 2.32677  0.045